Entry 1:
Density functional theory data (ωB97M-V with the def2-TZVPD basis set) for the molecule C5H10N2 at a distorted geometry.

Properties
- total charge = 0
- lowest unoccupied orbital energy (alpha / beta) (eV) = 0.00 / -0.01
- ΔE to the lowest compared entry with this formula, charge and spin (eV) = 5.508
- calculated total energy (Eh) = -305.82144
- gap between HOMO and LUMO (alpha / beta) (eV) = 8.038 / 7.167
- HOMO energy (alpha / beta) (Ha) = -0.296 / -0.264

Last column: Löwdin charge in e.
Cartesian coordinates (Å):
N -1.04 0.94 1.79  0.0845
N -1.39 0.82 -0.25  0.0656
C -0.09 1.09 0.79  -0.3704
C 1.49 0.61 -1.11  -0.0640
C -2.05 -0.24 -0.47  -0.0926
C 0.79 -1.27 0.47  -0.0713
C 0.77 0.17 0.11  -0.3319
H 1.77 -1.70 0.31  0.0826
H 0.97 0.21 -2.00  0.0901
H 1.51 1.70 -1.22  0.0799
H 0.21 2.13 0.66  0.1262
H 0.09 -1.81 -0.20  0.0792
H -1.25 -0.05 1.94  0.0302
H -1.97 -1.19 0.07  0.0631
H 2.51 0.23 -1.14  0.0810
H 0.47 -1.49 1.49  0.0779
H -2.80 -0.16 -1.24  0.0698


Entry 2:
Density functional theory data (ωB97M-V with the def2-TZVPD basis set) for a structure of composition C5H10N2 at a distorted geometry.

Properties
- total charge = 0
- lowest unoccupied orbital energy (eV) = 0.83
- ΔE to the lowest compared entry with this formula, charge and spin (eV) = 1.768
- calculated total energy (Eh) = -305.95890
- gap between HOMO and LUMO (eV) = 10.166
- HOMO energy (Ha) = -0.343

Last column: Löwdin charge in e.
Cartesian coordinates (Å):
N 1.21 0.42 0.41  -0.0247
N -2.09 1.61 0.04  0.1897
C 1.22 1.80 0.02  -0.2048
C -1.37 0.72 0.06  -0.2402
C -0.47 -0.38 0.06  -0.4132
C -0.37 -1.06 -1.28  -0.0555
C -0.62 -1.29 1.26  -0.0445
H 1.80 -0.12 -0.22  0.0652
H 2.23 2.18 0.17  0.0790
H 0.11 -1.01 2.01  0.0768
H 0.54 2.36 0.66  0.0680
H -0.17 -0.33 -2.07  0.0867
H -1.30 -1.56 -1.51  0.0939
H 0.43 -1.80 -1.28  0.0854
H -1.62 -1.19 1.70  0.0839
H -0.46 -2.33 0.98  0.0788
H 0.94 1.99 -1.03  0.0756


Entry 3:
Density functional theory data (ωB97M-V with the def2-TZVPD basis set) for the molecule C5H10N2.

Properties
- total charge = 0
- lowest unoccupied orbital energy (alpha / beta) (eV) = 0.82 / 0.89
- ΔE to the lowest compared entry with this formula, charge and spin (eV) = 3.778
- calculated total energy (Eh) = -305.88503
- gap between HOMO and LUMO (alpha / beta) (eV) = 7.531 / 7.691
- HOMO energy (alpha / beta) (Ha) = -0.247 / -0.250

Last column: Löwdin charge in e.
Cartesian coordinates (Å):
N -0.11 0.13 -1.28  -0.0614
N 1.12 0.53 1.62  0.0147
C 0.62 -0.75 -0.55  -0.1247
C 2.13 0.97 0.67  -0.1643
C -1.43 -0.05 -1.37  -0.1798
C 1.54 -0.38 0.53  -0.3186
C -2.24 -0.49 -0.20  -0.1125
H -3.17 0.09 -0.17  0.0689
H 0.22 0.94 1.37  0.0738
H -1.91 0.22 -2.31  0.0963
H 2.12 -1.22 0.90  0.1257
H -2.52 -1.55 -0.16  0.0679
H 0.25 -1.77 -0.60  0.1039
H 1.87 1.74 -0.06  0.0943
H 0.34 0.90 -1.78  0.1514
H 3.14 1.08 1.08  0.0961
H -1.67 -0.29 0.72  0.0682


Entry 4:
Density functional theory data (ωB97M-V with the def2-TZVPD basis set) for the molecule C5H10N2 at a distorted geometry.

Properties
- total charge = 0
- lowest unoccupied orbital energy (eV) = 1.19
- SMILES = C[C@H]1N[C@H]1[C@H]1CN1
- ΔE to the lowest compared entry with this formula, charge and spin (eV) = 2.243
- calculated total energy (Eh) = -305.94141
- gap between HOMO and LUMO (eV) = 10.522
- HOMO energy (Ha) = -0.343

Last column: Löwdin charge in e.
Cartesian coordinates (Å):
N 0.88 0.52 1.50  0.0183
N -0.19 0.88 -1.41  0.0658
C 0.98 -0.52 0.49  -0.2958
C 0.37 -0.37 -0.88  -0.2588
C -2.03 -0.26 0.09  -0.0534
C 2.17 0.27 0.86  -0.1373
C -1.08 -0.27 -1.10  -0.3234
H 2.53 1.00 0.13  0.1105
H 2.94 -0.15 1.50  0.0975
H 0.91 -0.91 -1.65  0.1391
H -1.59 0.15 1.01  0.0687
H -0.53 1.54 -0.73  0.0749
H 0.89 -1.53 0.89  0.1403
H -2.30 -1.30 0.32  0.0809
H 0.47 1.36 1.10  0.0753
H -1.50 -0.71 -2.00  0.1237
H -2.96 0.28 -0.11  0.0738


Please write out number 3 again, unchanged.
Density functional theory data (ωB97M-V with the def2-TZVPD basis set) for the molecule C5H10N2.

Properties
- total charge = 0
- lowest unoccupied orbital energy (alpha / beta) (eV) = 0.82 / 0.89
- ΔE to the lowest compared entry with this formula, charge and spin (eV) = 3.778
- calculated total energy (Eh) = -305.88503
- gap between HOMO and LUMO (alpha / beta) (eV) = 7.531 / 7.691
- HOMO energy (alpha / beta) (Ha) = -0.247 / -0.250

Last column: Löwdin charge in e.
Cartesian coordinates (Å):
N -0.11 0.13 -1.28  -0.0614
N 1.12 0.53 1.62  0.0147
C 0.62 -0.75 -0.55  -0.1247
C 2.13 0.97 0.67  -0.1643
C -1.43 -0.05 -1.37  -0.1798
C 1.54 -0.38 0.53  -0.3186
C -2.24 -0.49 -0.20  -0.1125
H -3.17 0.09 -0.17  0.0689
H 0.22 0.94 1.37  0.0738
H -1.91 0.22 -2.31  0.0963
H 2.12 -1.22 0.90  0.1257
H -2.52 -1.55 -0.16  0.0679
H 0.25 -1.77 -0.60  0.1039
H 1.87 1.74 -0.06  0.0943
H 0.34 0.90 -1.78  0.1514
H 3.14 1.08 1.08  0.0961
H -1.67 -0.29 0.72  0.0682


Among the records above, which one has the highest calculated total energy? number 1


Look up the calculated total energy of the second one. -305.95890 Eh